<P>
15
Properties=species:S:1:pos:R:3 method="wB97M-V/def2-TZVPD" homo_ev=-9.04 gap_ev=9.9 total_charge=0 smiles="SC[C@H]1CC=NN1"
C -0.045 -1.563 0.565
C 0.346 -0.123 0.441
C 0.735 0.334 -0.899
C 0.212 1.708 -0.945
H -2.098 -0.788 0.037
H 0.787 -2.146 0.227
H -0.141 -1.758 1.681
H 1.205 -0.007 1.179
H 1.833 0.241 -0.973
H 0.300 -0.301 -1.724
H 0.364 2.386 -1.770
H -0.690 1.052 1.693
N -0.471 2.096 0.038
N -0.729 0.859 0.717
S -1.607 -1.990 -0.268

=====

<Q>
15
Properties=species:S:1:pos:R:3 method="wB97M-V/def2-TZVPD" homo_ev="-8.66 / -8.66" gap_ev="7.6 / 7.6" total_charge=0
C -0.741 -1.175 0.153
C 0.051 0.302 0.079
C 1.192 0.159 1.142
C 0.406 0.166 -1.413
N -1.968 -1.177 -0.083
N -0.834 1.272 0.160
S -2.990 0.024 -0.052
H -0.140 -2.097 0.141
H 1.756 1.187 1.246
H 1.866 -0.697 0.834
H 0.955 -0.071 2.277
H 0.197 1.166 -1.944
H 0.009 -0.586 -2.064
H 1.460 0.150 -1.556
H -1.218 1.376 1.081

=====

<R>
15
Properties=species:S:1:pos:R:3 method="wB97M-V/def2-TZVPD" homo_ev=-7.82 gap_ev=8.5 total_charge=0 smiles="CS/C=C/C=N/N"
C -3.112 -0.496 1.131
C -0.746 0.333 0.029
C 0.314 1.145 -0.034
C 1.650 0.670 -0.364
H -2.979 -1.422 0.524
H -4.169 -0.302 1.272
H -2.658 -0.632 2.135
H -0.653 -0.732 -0.150
H 0.195 2.215 0.174
H 2.509 1.365 -0.173
H 3.208 -1.560 -1.772
H 3.810 -0.114 -1.163
N 1.859 -0.490 -0.851
N 3.169 -0.896 -1.025
S -2.396 0.917 0.268

=====

Most stable of them? <P>.

=====

<P>
90
Properties=species:S:1:pos:R:3 method="wB97M-V/def2-TZVPD" homo_ev=-9.67 gap_ev=10.2 total_charge=0 smiles=CC(C)O.CC(C)O.CC(C)O.CC(C)O.CCOCC.CCO.CCO.CCO
C -0.871 -0.563 1.911
C -0.134 0.519 1.152
O -0.413 0.353 -0.222
C -0.090 1.455 -1.047
C -1.003 2.664 -1.048
H -0.465 -1.552 1.688
H -0.781 -0.469 2.994
H -1.917 -0.578 1.614
H -0.404 1.516 1.533
H 0.966 0.509 1.258
H 0.931 1.733 -0.743
H 0.050 1.065 -2.058
H -0.818 3.443 -0.311
H -2.051 2.384 -0.901
H -1.014 3.082 -2.058
C -3.235 -3.978 0.194
C -4.143 -2.972 0.853
C -5.567 -3.526 1.058
O -3.518 -2.587 2.087
H -3.195 -4.915 0.754
H -2.206 -3.616 0.137
H -3.564 -4.226 -0.817
H -4.238 -2.046 0.275
H -5.630 -4.575 1.331
H -6.158 -3.291 0.173
H -5.997 -2.906 1.853
H -4.189 -2.174 2.641
C 0.438 0.602 -4.947
C -0.579 0.952 -6.058
C -1.103 -0.326 -6.706
O -1.672 1.623 -5.416
H 1.439 0.396 -5.334
H 0.059 -0.285 -4.435
H 0.580 1.395 -4.209
H -0.145 1.692 -6.725
H -1.784 -0.865 -6.056
H -0.258 -0.965 -6.978
H -1.560 -0.038 -7.655
H -2.149 0.921 -4.952
C 4.367 1.228 3.002
C 3.582 0.813 4.260
C 2.813 -0.480 4.031
O 4.518 0.721 5.331
H 3.705 1.617 2.232
H 4.876 0.329 2.649
H 5.093 1.967 3.336
H 2.886 1.637 4.452
H 2.396 -0.865 4.961
H 3.454 -1.241 3.585
H 2.015 -0.227 3.327
H 4.048 0.907 6.150
C 0.898 -2.913 -1.032
C 0.919 -2.069 -2.325
C 2.382 -1.689 -2.680
O 0.331 -2.747 -3.418
H 1.576 -3.767 -1.075
H -0.106 -3.316 -0.879
H 1.170 -2.213 -0.242
H 0.401 -1.148 -2.053
H 3.021 -2.549 -2.469
H 2.796 -0.831 -2.152
H 2.307 -1.507 -3.752
H 0.697 -3.639 -3.400
C -4.262 0.420 -1.438
C -3.177 -0.563 -1.875
O -2.496 -0.038 -3.054
H -4.007 1.474 -1.552
H -4.579 0.218 -0.414
H -5.101 0.301 -2.128
H -3.684 -1.429 -2.300
H -2.371 -0.712 -1.162
H -1.602 0.210 -2.807
C -0.096 1.312 5.880
C 1.090 1.776 6.690
O 1.677 0.799 7.537
H -0.438 2.140 5.262
H -0.956 1.082 6.518
H 0.128 0.388 5.344
H 0.728 2.595 7.333
H 1.783 2.284 6.010
H 2.251 1.281 8.139
C 2.916 3.430 -0.140
C 3.857 2.788 -1.158
O 4.248 3.795 -2.104
H 2.416 2.705 0.501
H 2.144 3.861 -0.782
H 3.477 4.170 0.422
H 3.405 1.957 -1.707
H 4.777 2.420 -0.690
H 4.112 3.464 -2.992

=====

<Q>
90
Properties=species:S:1:pos:R:3 method="wB97M-V/def2-TZVPD" homo_ev=-9.15 gap_ev=9.3 total_charge=0 smiles=CC(C)O.CC(C)O.CC(C)O.CC(C)O.CC(C)O.CC(C)O.CC(C)O.CO
C -1.003 1.442 0.524
O -1.652 0.603 1.431
H -0.879 2.412 1.025
H -1.544 1.450 -0.387
H 0.060 1.122 0.358
H -1.153 0.601 2.232
C 2.345 2.994 0.804
C 3.678 2.256 1.024
C 4.722 3.014 1.834
O 3.504 1.190 1.598
H 2.018 3.487 1.724
H 1.596 2.208 0.495
H 2.490 3.715 -0.050
H 4.118 2.081 0.027
H 4.779 3.942 1.347
H 5.654 2.571 1.844
H 4.380 3.135 2.907
H 3.042 0.506 1.054
C -3.087 1.686 -3.738
C -3.599 0.274 -3.475
C -4.356 0.101 -2.166
O -4.368 -0.101 -4.389
H -2.407 1.978 -2.940
H -3.967 2.307 -3.761
H -2.514 1.836 -4.608
H -2.781 -0.434 -3.434
H -4.264 -0.852 -1.777
H -5.363 0.498 -2.092
H -3.796 0.614 -1.366
H -3.852 -0.248 -5.224
C 0.223 -4.033 0.781
C -0.886 -3.399 -0.069
C -0.717 -1.963 -0.395
O -1.268 -4.082 -1.023
H 1.135 -4.115 0.260
H -0.145 -5.072 0.977
H 0.331 -3.630 1.795
H -1.808 -3.485 0.565
H -0.435 -1.409 0.489
H -1.663 -1.624 -0.809
H 0.082 -1.798 -1.154
H -0.603 -4.793 -1.240
C 1.555 -0.578 2.880
C 0.794 0.196 3.968
C 1.091 1.716 3.958
O -0.431 0.113 3.918
H 2.603 -0.649 3.054
H 1.383 -0.228 1.846
H 1.168 -1.584 2.700
H 1.100 -0.215 4.939
H 0.595 2.218 4.821
H 0.757 2.158 3.029
H 2.183 1.859 4.029
H -0.627 -0.858 3.998
C -4.706 -0.586 1.838
C -3.977 -1.895 2.148
C -4.299 -2.874 1.021
O -2.747 -1.735 2.460
H -4.464 0.113 2.669
H -5.736 -0.799 1.869
H -4.438 -0.093 0.919
H -4.481 -2.299 3.028
H -3.954 -2.431 0.116
H -5.352 -2.969 0.771
H -3.893 -3.835 1.128
H -2.353 -1.157 1.756
C 4.439 -0.373 -1.446
C 3.175 -0.995 -0.916
C 3.546 -1.836 0.319
O 2.253 -0.203 -0.587
H 4.993 0.310 -0.732
H 4.196 0.245 -2.310
H 5.126 -1.156 -1.717
H 2.840 -1.721 -1.675
H 3.797 -1.163 1.116
H 4.311 -2.545 0.088
H 2.718 -2.411 0.766
H 2.135 0.401 -1.331
C 0.098 0.479 -3.006
C 1.104 1.642 -3.138
C 0.526 2.975 -2.721
O 2.151 1.606 -2.516
H -0.340 0.438 -1.955
H 0.559 -0.410 -3.217
H -0.695 0.642 -3.695
H 1.300 1.664 -4.235
H 0.333 2.991 -1.658
H -0.394 3.223 -3.237
H 1.168 3.845 -2.926
H 2.844 1.783 -3.133

=====

Most stable of them? <P>.

=====

<P>
90
Properties=species:S:1:pos:R:3 method="wB97M-V/def2-TZVPD" homo_ev=-8.52 gap_ev=8.6 total_charge=0 smiles=CC(C)O.CC(C)O.CC(C)O.CC(C)O.CC(C)O.CC(C)O.CC(C)O.CO
C 0.862 0.685 -1.366
O -0.446 0.135 -1.351
H 1.520 -0.106 -1.088
H 0.896 1.510 -0.615
H 1.214 0.997 -2.384
H -0.418 -0.725 -0.904
C 3.887 -0.712 -0.127
C 4.230 -1.130 1.314
C 4.701 -2.604 1.393
O 5.105 -0.470 1.852
H 3.018 -1.369 -0.398
H 4.765 -0.771 -0.824
H 3.442 0.294 -0.135
H 3.351 -0.968 2.003
H 5.745 -2.669 0.936
H 4.126 -3.266 0.771
H 4.688 -3.062 2.387
H 5.720 -0.943 2.484
C 0.682 -0.016 1.939
C 0.285 -0.262 3.405
C 0.670 0.901 4.401
O -0.921 -0.517 3.595
H -0.164 0.460 1.342
H 0.922 -0.966 1.423
H 1.555 0.611 1.875
H 0.805 -1.288 3.637
H 0.099 1.760 4.229
H 1.704 1.204 4.234
H 0.605 0.652 5.413
H -1.027 -1.299 4.173
C -4.482 0.421 -4.043
C -3.267 0.699 -3.164
C -3.321 2.261 -2.816
O -3.212 0.222 -2.009
H -4.461 -0.657 -4.158
H -4.300 0.781 -5.111
H -5.388 0.856 -3.667
H -2.269 0.445 -3.616
H -2.483 2.472 -2.099
H -4.251 2.531 -2.318
H -3.401 2.797 -3.729
H -2.399 0.183 -1.634
C 1.240 4.204 3.224
C 1.026 3.519 1.840
C -0.061 4.211 1.029
O 2.023 3.370 1.110
H 1.256 5.266 3.158
H 2.207 4.039 3.700
H 0.358 4.002 3.750
H 0.634 2.525 2.159
H -0.995 4.439 1.525
H -0.202 3.845 0.052
H 0.198 5.238 0.746
H 2.767 2.994 1.642
C 1.869 -4.452 -4.480
C 2.171 -3.370 -3.476
C 1.433 -2.106 -3.769
O 1.933 -3.628 -2.291
H 2.222 -5.328 -3.920
H 2.239 -4.374 -5.505
H 0.741 -4.515 -4.544
H 3.238 -3.293 -3.508
H 1.396 -1.883 -4.814
H 1.837 -1.293 -3.232
H 0.401 -2.193 -3.446
H 2.561 -4.298 -1.879
C -2.449 1.984 0.757
C -2.692 2.037 2.246
C -3.633 3.167 2.708
O -3.106 0.974 2.723
H -2.953 1.140 0.303
H -1.464 1.982 0.400
H -2.881 2.843 0.383
H -1.698 2.253 2.711
H -4.630 3.176 2.156
H -3.055 4.039 2.567
H -3.816 3.149 3.743
H -2.423 0.270 2.694
C -1.876 -2.163 0.484
C -0.962 -2.976 -0.411
C -1.564 -3.106 -1.775
O 0.229 -2.590 -0.522
H -2.319 -1.338 -0.042
H -1.405 -1.620 1.258
H -2.765 -2.744 0.814
H -0.776 -3.983 0.020
H -1.049 -3.716 -2.469
H -1.801 -2.044 -2.195
H -2.527 -3.635 -1.642
H 0.739 -3.097 -1.229

=====

<Q>
90
Properties=species:S:1:pos:R:3 method="wB97M-V/def2-TZVPD" homo_ev=-9.03 gap_ev=9.6 total_charge=0 smiles=CC(C)O.CC(C)O.CC(C)O.CC(C)O.CC(C)O.CC(C)O.CC(C)O.CO
C -0.192 5.279 -0.055
O -1.541 4.977 0.362
H 0.524 4.838 0.664
H -0.122 6.327 -0.288
H -0.038 4.742 -1.014
H -1.577 5.145 1.276
C -2.511 -2.807 1.881
C -2.980 -1.578 1.141
C -2.019 -1.367 -0.038
O -4.195 -1.699 0.813
H -3.247 -3.012 2.662
H -1.566 -2.594 2.309
H -2.392 -3.687 1.204
H -2.913 -0.772 1.927
H -2.344 -0.509 -0.602
H -2.136 -2.247 -0.628
H -0.979 -1.349 0.334
H -4.537 -0.794 0.584
C -0.228 -2.141 -4.235
C -1.581 -1.350 -4.291
C -1.463 -0.004 -5.049
O -2.511 -1.972 -4.800
H -0.193 -2.913 -5.081
H -0.127 -2.594 -3.226
H 0.578 -1.458 -4.322
H -1.766 -0.999 -3.251
H -0.761 0.621 -4.660
H -2.408 0.532 -5.036
H -1.202 -0.041 -6.035
H -3.320 -1.608 -4.370
C -1.481 3.024 -3.075
C -2.677 2.883 -2.100
C -3.642 1.826 -2.447
O -2.345 2.608 -0.894
H -0.828 3.810 -2.799
H -1.877 3.105 -4.105
H -0.910 2.062 -2.986
H -3.151 3.849 -2.005
H -4.050 1.957 -3.429
H -4.413 1.764 -1.740
H -3.209 0.834 -2.458
H -1.986 3.381 -0.510
C 0.324 -0.109 -1.759
C 1.511 0.392 -0.898
C 1.405 1.944 -0.822
O 1.517 0.136 0.341
H -0.514 0.490 -1.392
H -0.108 -1.122 -1.574
H 0.496 0.104 -2.808
H 2.455 -0.010 -1.261
H 1.335 2.532 -1.809
H 2.269 2.456 -0.391
H 0.534 2.330 -0.233
H 1.445 -0.808 0.413
C -0.953 1.816 1.856
C 0.030 1.292 2.935
C -0.223 -0.176 3.241
O 1.221 1.496 2.637
H -0.666 1.291 0.931
H -1.081 2.910 1.785
H -1.864 1.346 2.104
H -0.139 1.754 3.811
H 0.567 -0.631 3.878
H -0.096 -0.711 2.271
H -1.158 -0.308 3.844
H 1.406 1.047 1.738
C 5.064 -0.305 4.870
C 3.986 0.194 3.920
C 3.252 -1.001 3.319
O 3.029 0.814 4.486
H 5.601 -1.090 4.364
H 4.826 -0.705 5.856
H 5.715 0.494 5.104
H 4.488 0.872 3.202
H 2.292 -0.698 2.851
H 3.007 -1.750 4.077
H 3.940 -1.436 2.589
H 2.357 1.087 3.892
C 1.240 -3.737 -0.947
C 1.607 -3.609 0.505
C 3.113 -3.429 0.767
O 1.101 -2.572 1.091
H 0.113 -3.767 -1.089
H 1.612 -4.605 -1.394
H 1.699 -2.880 -1.444
H 1.366 -4.578 1.041
H 3.638 -4.179 0.182
H 3.205 -3.512 1.871
H 3.354 -2.456 0.386
H 0.959 -2.723 2.021

=====

Most stable of them? <Q>.

=====

<P>
15
Properties=species:S:1:pos:R:3 method="wB97M-V/def2-TZVPD" homo_ev=-9.54 gap_ev=10.2 total_charge=0 smiles="NC=O.NCN"
N 1.885 -0.320 -2.304
C 1.914 -0.860 -0.907
N 2.756 -0.205 0.055
H 2.759 0.203 -2.385
H 1.272 0.502 -2.294
H 2.319 -1.864 -1.056
H 0.880 -1.031 -0.605
H 2.409 0.714 0.282
H 3.707 -0.143 -0.277
C -2.758 0.424 0.974
N -1.733 -0.452 1.193
O -2.752 1.578 1.316
H -3.601 -0.037 0.434
H -1.772 -1.331 0.697
H -0.779 -0.109 1.232

=====

<Q>
15
Properties=species:S:1:pos:R:3 method="wB97M-V/def2-TZVPD" homo_ev=-9.01 gap_ev=9.9 total_charge=0
C 0.879 -0.188 1.187
N -0.464 0.282 1.078
C -1.208 0.127 -0.119
N -2.556 0.653 0.019
N -0.724 -0.140 -1.294
H 0.997 -1.036 0.556
H 1.674 0.507 0.774
H 1.119 -0.747 2.189
H -0.878 0.776 1.888
H -3.026 0.565 0.839
H -3.121 0.318 -0.713
H -1.238 -0.217 -2.208
H 3.001 -0.655 -2.005
H 2.385 0.140 -1.034
O 3.159 -0.385 -1.157

=====

<R>
15
Properties=species:S:1:pos:R:3 method="wB97M-V/def2-TZVPD" homo_ev=-8.15 gap_ev=9.0 total_charge=0
C 1.686 0.552 -0.114
C -1.709 0.864 1.190
N 1.275 -0.665 0.531
N 0.501 -1.482 -0.051
N -0.157 -1.610 -1.139
O -0.046 -0.540 -2.051
H -0.466 -0.882 -2.848
H 0.318 -2.312 0.524
H -1.963 0.237 0.345
H 0.881 1.042 -0.669
H 2.512 0.353 -0.803
H 2.039 1.214 0.668
H -2.599 1.062 1.774
H -0.974 0.367 1.811
H -1.300 1.800 0.833

=====

<S>
15
Properties=species:S:1:pos:R:3 method="wB97M-V/def2-TZVPD" homo_ev=-8.47 gap_ev=9.4 total_charge=0 smiles="[H]/N=N/C.CNO"
C 0.989 2.084 1.100
N 0.543 2.112 -0.282
O -0.154 0.622 -0.613
H -0.735 1.501 -0.563
H 1.339 2.070 -0.915
H 1.643 1.234 1.328
H 1.534 3.008 1.304
H 0.111 2.024 1.741
C -0.563 -2.414 -1.168
N -1.099 -1.512 -0.178
N -0.926 -1.824 1.000
H -1.349 -1.098 1.604
H 0.111 -1.839 -1.801
H -0.089 -3.277 -0.693
H -1.355 -2.692 -1.864

=====

Most stable of them? <P>.